No. 1
Here is a molecular structure, C54H46ClN3O4P2RuSe2Te in a non-equilibrium geometry from OMol25. Energies are from wB97M-V/def2-TZVPD.

Geometry as XYZ:
```
114
Properties=species:S:1:pos:R:3
Ru -0.39 -0.39 -0.19
Te 3.93 -1.95 0.33
C 5.57 -0.86 -0.56
C 6.24 0.11 0.17
C 7.21 0.87 -0.46
N 7.55 0.73 -1.73
C 6.92 -0.21 -2.42
C 5.94 -1.03 -1.89
C 2.66 -0.25 -0.01
P 1.48 -0.26 1.39
C 0.88 1.46 1.53
C 0.25 1.85 2.71
C -0.19 3.14 2.89
C 0.01 4.09 1.90
C 0.66 3.73 0.73
C 1.09 2.42 0.54
C 2.70 -0.12 2.77
C 2.77 -1.02 3.82
C 3.75 -0.87 4.79
C 4.66 0.16 4.71
C 4.60 1.06 3.66
C 3.63 0.92 2.69
P 1.60 -0.32 -1.47
C 2.15 1.11 -2.46
C 1.22 1.73 -3.29
C 1.57 2.85 -4.03
C 2.86 3.34 -3.95
C 3.79 2.73 -3.12
C 3.44 1.63 -2.37
C 2.09 -1.70 -2.55
C 1.78 -2.98 -2.08
C 2.11 -4.09 -2.82
C 2.76 -3.95 -4.04
C 3.05 -2.68 -4.52
C 2.72 -1.55 -3.78
H 6.00 0.28 1.21
H 7.74 1.65 0.08
H 7.21 -0.31 -3.46
H 5.44 -1.77 -2.50
H 0.13 1.11 3.49
H -0.69 3.42 3.81
H -0.32 5.11 2.04
H 0.84 4.46 -0.04
H 1.62 2.16 -0.38
H 2.05 -1.82 3.87
H 3.79 -1.57 5.61
H 5.43 0.26 5.47
H 5.32 1.86 3.59
H 3.58 1.62 1.86
H 0.21 1.33 -3.34
H 0.83 3.33 -4.65
H 3.14 4.21 -4.53
H 4.79 3.13 -3.05
H 4.15 1.16 -1.71
H 1.24 -3.07 -1.14
H 1.88 -5.08 -2.45
H 3.02 -4.82 -4.62
H 3.53 -2.56 -5.48
H 2.96 -0.57 -4.15
C -2.13 2.98 -2.61
C -1.62 2.24 -1.55
N -1.64 0.89 -1.54
C -2.18 0.24 -2.58
C -2.75 0.92 -3.70
C -2.71 2.34 -3.68
C -3.32 0.19 -4.75
C -3.31 -1.20 -4.74
C -2.73 -1.91 -3.68
C -2.67 -3.33 -3.64
C -2.11 -3.94 -2.55
C -1.60 -3.16 -1.50
N -1.62 -1.83 -1.53
C -2.17 -1.20 -2.58
H -2.06 4.06 -2.57
H -1.20 2.72 -0.68
H -3.12 2.89 -4.52
H -3.76 0.73 -5.57
H -3.75 -1.76 -5.56
H -3.07 -3.89 -4.47
H -2.06 -5.02 -2.48
H -1.18 -3.61 -0.62
O -4.04 2.28 -0.16
C -5.11 2.66 0.65
C -5.21 1.64 1.79
C -6.32 2.09 2.76
O -6.10 3.36 3.31
C -3.88 1.57 2.53
Se -2.44 0.46 1.57
C -5.58 0.26 1.25
Se -4.04 -0.64 0.33
H -3.96 2.84 -0.94
H -6.06 2.67 0.09
H -4.96 3.67 1.07
H -6.42 1.34 3.56
H -7.28 2.16 2.24
H -5.24 3.36 3.75
H -4.01 1.08 3.50
H -3.42 2.55 2.66
H -6.38 0.33 0.52
H -5.89 -0.39 2.07
Cl -3.78 -5.31 6.51
C -2.90 -4.33 5.37
C -3.07 -4.56 4.01
C -2.39 -3.76 3.11
C -1.53 -2.76 3.56
C -1.38 -2.55 4.93
C -2.06 -3.34 5.84
C -0.80 -1.90 2.57
O -0.02 -1.04 3.04
O -1.03 -2.11 1.35
H -3.72 -5.35 3.68
H -2.51 -3.90 2.04
H -0.72 -1.76 5.26
H -1.93 -3.20 6.90
```

Computed properties:
Maximum force, eV/A: 1.9
Net charge: -1
Spin multiplicity: 6
Frontier orbital gap (spin up / spin down), eV: 4.16 / 5.91
LUMO energy (spin up / spin down), eV: 2.145 / 1.623


No. 2
Here is a molecular structure, C54H46N2NiP3Si in a non-equilibrium geometry from OMol25. Energies are from wB97M-V/def2-TZVPD.

Geometry as XYZ:
```
107
Properties=species:S:1:pos:R:3
Ni 0.03 -0.32 0.21
C 5.69 -1.60 1.34
C 5.51 -0.56 2.24
C 4.42 0.29 2.16
C 3.54 0.15 1.07
C 3.92 -0.67 0.02
C 4.82 -1.72 0.26
P 1.93 1.05 0.79
C 1.82 2.21 2.14
C 1.60 3.57 1.97
C 1.50 4.41 3.09
C 1.74 3.98 4.37
C 1.93 2.60 4.56
C 1.98 1.72 3.46
C 2.39 2.00 -0.70
C 3.66 2.55 -0.87
C 3.95 3.08 -2.14
C 2.91 3.35 -3.04
C 1.59 3.05 -2.76
C 1.35 2.26 -1.61
Si -0.28 1.52 -1.13
C -1.29 2.79 -0.13
C -1.29 4.16 -0.25
C -2.02 4.91 0.66
C -2.66 4.33 1.75
C -2.62 2.97 1.92
C -2.05 2.15 0.92
P -1.99 0.39 1.00
C -3.63 -0.06 0.33
C -3.70 -0.96 -0.75
C -4.91 -1.40 -1.19
C -6.11 -0.84 -0.72
C -6.01 0.10 0.32
C -4.79 0.50 0.86
C -2.22 0.05 2.83
C -3.35 -0.54 3.44
C -3.35 -0.56 4.84
C -2.25 -0.06 5.57
C -1.13 0.50 4.93
C -1.19 0.61 3.56
C -1.12 0.80 -2.58
C -1.85 1.62 -3.39
C -2.41 1.08 -4.59
C -2.15 -0.20 -4.97
C -1.31 -1.04 -4.18
C -0.90 -0.57 -2.92
P -0.05 -1.63 -1.72
C 1.46 -2.06 -2.56
C 2.13 -1.16 -3.38
C 3.22 -1.56 -4.15
C 3.64 -2.89 -4.10
C 3.08 -3.72 -3.13
C 1.96 -3.36 -2.42
C -0.92 -3.27 -1.46
C -1.59 -3.50 -0.29
C -2.46 -4.59 -0.19
C -2.53 -5.53 -1.24
C -1.73 -5.36 -2.37
C -0.98 -4.17 -2.56
H 6.46 -2.36 1.52
H 6.22 -0.46 3.02
H 4.21 0.99 2.93
H 3.44 -0.56 -0.95
H 4.84 -2.62 -0.36
H 1.52 4.04 0.96
H 1.16 5.43 2.98
H 1.80 4.65 5.19
H 2.05 2.20 5.54
H 2.24 0.63 3.56
H 4.37 2.67 -0.08
H 4.98 3.38 -2.38
H 3.16 3.88 -4.00
H 0.78 3.24 -3.42
H -0.50 4.67 -0.84
H -1.98 5.98 0.45
H -3.08 4.91 2.52
H -2.94 2.57 2.85
H -2.80 -1.29 -1.27
H -4.94 -2.27 -1.89
H -7.09 -1.16 -1.12
H -6.88 0.59 0.68
H -4.76 1.23 1.63
H -4.17 -0.94 2.84
H -4.11 -1.03 5.41
H -2.31 -0.17 6.64
H -0.27 0.89 5.40
H -0.54 1.37 3.08
H -1.91 2.65 -3.09
H -2.93 1.68 -5.37
H -2.48 -0.61 -5.92
H -1.05 -2.04 -4.55
H 1.79 -0.15 -3.39
H 3.78 -0.86 -4.76
H 4.44 -3.28 -4.69
H 3.51 -4.71 -3.02
H 1.51 -4.07 -1.73
H -1.51 -2.73 0.49
H -2.94 -4.80 0.78
H -3.19 -6.41 -1.21
H -1.66 -6.12 -3.12
H -0.40 -4.05 -3.45
N 1.57 -3.06 0.88
N 0.83 -1.96 1.49
H 0.89 -3.83 0.97
H 2.32 -3.42 1.52
H 1.47 -1.26 1.92
H 0.16 -2.29 2.20
```

Computed properties:
Maximum force, eV/A: 3.2
Energy relative to the best compared isomer or geometry (same formula, charge and spin), eV: 1.769
Net charge: +1
Spin multiplicity: 3
Frontier orbital gap (spin up / spin down), eV: 5.93 / 8.01
LUMO energy (spin up / spin down), eV: -1.885 / -2.694


No. 3
Here is a molecular structure, C54H47Cl3GeLiN2O2PTe from OMol25. Energies are from wB97M-V/def2-TZVPD.

Geometry as XYZ:
```
112
Properties=species:S:1:pos:R:3
Li 0.44 0.61 -0.69
C 4.22 -5.46 0.17
C 3.30 -4.27 0.11
C 1.93 -4.40 0.24
C 1.06 -3.31 0.14
C -0.34 -3.44 0.56
O -0.93 -2.57 1.18
C -1.07 -4.72 0.29
C -1.99 -5.18 1.22
C -2.72 -6.33 0.98
C -2.55 -7.03 -0.21
C -1.64 -6.57 -1.16
C -0.90 -5.42 -0.90
C 1.58 -2.01 -0.20
O 0.83 -1.08 -0.61
C 3.00 -1.85 -0.10
C 3.81 -2.98 -0.01
C 3.59 -0.50 0.05
N 2.88 0.54 0.27
C 3.56 1.80 0.56
C 2.62 2.69 1.38
Te 3.64 4.03 2.71
C 3.74 2.49 4.16
C 2.68 2.31 5.05
C 2.65 1.20 5.89
C 3.69 0.28 5.86
C 4.76 0.47 4.99
C 4.78 1.58 4.15
C 5.09 -0.42 0.07
C 5.79 -0.68 1.24
C 7.18 -0.58 1.28
C 7.87 -0.21 0.13
C 7.17 0.06 -1.04
C 5.79 -0.04 -1.07
H 3.69 -6.34 0.55
H 5.07 -5.27 0.82
H 4.61 -5.72 -0.82
H 1.51 -5.38 0.47
H -2.14 -4.61 2.13
H -3.43 -6.69 1.71
H -3.12 -7.93 -0.41
H -1.51 -7.10 -2.09
H -0.19 -5.05 -1.64
H 4.88 -2.85 0.00
H 3.84 2.30 -0.37
H 4.49 1.63 1.13
H 2.02 2.07 2.03
H 1.96 3.27 0.75
H 1.86 3.02 5.07
H 1.82 1.06 6.56
H 3.66 -0.59 6.50
H 5.56 -0.25 4.96
H 5.61 1.72 3.47
H 5.24 -0.97 2.13
H 7.71 -0.78 2.19
H 8.95 -0.13 0.15
H 7.71 0.36 -1.93
H 5.24 0.19 -1.98
N -0.62 0.60 1.23
C -1.85 1.15 1.66
C -1.88 1.95 2.80
C -3.07 2.48 3.28
C -4.26 2.20 2.62
C -4.23 1.42 1.47
C -3.04 0.91 0.96
C -3.03 0.07 -0.26
C -3.57 -1.22 -0.16
C -3.47 -2.14 -1.19
C -2.76 -1.80 -2.33
C -2.28 -0.50 -2.47
C -2.47 0.45 -1.48
H -0.70 -0.38 0.95
H 0.06 0.66 1.97
H -0.95 2.15 3.33
H -3.07 3.09 4.17
H -5.20 2.61 2.97
H -5.15 1.22 0.93
H -4.04 -1.51 0.78
H -3.89 -3.13 -1.08
H -2.60 -2.52 -3.12
H -1.80 -0.21 -3.40
C -1.95 3.85 -3.53
P -2.46 2.35 -2.45
C -3.86 1.79 -3.49
C -3.73 1.83 -4.88
C -4.72 1.31 -5.70
C -5.86 0.75 -5.14
C -6.00 0.71 -3.76
C -5.00 1.21 -2.95
C -3.19 3.41 -1.15
C -4.48 3.91 -1.20
C -4.91 4.86 -0.27
C -4.03 5.33 0.69
C -2.73 4.85 0.73
C -2.31 3.90 -0.18
H -1.35 3.53 -4.38
H -1.33 4.49 -2.90
H -2.84 4.40 -3.85
H -2.84 2.25 -5.33
H -4.60 1.33 -6.77
H -6.63 0.33 -5.78
H -6.88 0.26 -3.32
H -5.10 1.13 -1.87
H -5.17 3.58 -1.96
H -5.92 5.24 -0.32
H -4.36 6.07 1.41
H -2.04 5.22 1.49
H -1.29 3.54 -0.16
Cl 4.13 2.07 -3.70
Ge 2.35 0.64 -3.43
Cl 1.30 1.11 -5.41
Cl 1.10 2.21 -2.14
```

Computed properties:
Maximum force, eV/A: 0.6
Energy relative to the best compared isomer or geometry (same formula, charge and spin), eV: 0.000
Net charge: -1
Spin multiplicity: 2
Frontier orbital gap (spin up / spin down), eV: 6.11 / 6.90
LUMO energy (spin up / spin down), eV: 2.023 / 2.023